Below is 2 unconnected molecules or ions with the total composition C4H13N3O2, with properties calculated with ωB97M-V/def2-TZVPD.

HOMO level, eV: -9.26
ΔE to the lowest compared entry with this formula, charge and spin, kJ/mol: 332.3
Orbital gap, eV: 10.1
SMILES: CC(=O)N(C)N.CON

Each line ends with the Löwdin charge.
Cartesian coordinates (Å):
C 2.076836 1.778877 -0.966259  -0.010
C 1.025544 1.049003 -0.171320  -0.488
O 1.319176 0.376339 0.798906  0.046
N -0.270049 1.352747 -0.473205  -0.197
C -1.398633 0.480424 -0.225063  -0.037
N -0.550134 2.526010 -1.187084  0.058
H 2.068310 1.456201 -2.003338  0.082
H 1.909346 2.852427 -0.968353  0.069
H 3.058806 1.645246 -0.520466  0.081
H -1.850976 0.141046 -1.161335  0.087
H -1.053886 -0.391044 0.322882  0.038
H -2.166312 1.027309 0.329553  0.090
H -1.179172 2.316818 -1.963143  0.091
H -1.015422 3.202962 -0.582695  0.098
C -0.346526 -3.085148 0.229148  -0.154
O 0.173434 -2.785288 1.490904  -0.258
N -0.413380 -1.586881 2.163701  0.045
H 0.074253 -2.412871 -0.529230  0.071
H 0.062282 -4.064005 -0.027345  0.083
H -1.442644 -3.071332 0.236554  0.084
H 0.346743 -0.902357 2.077739  0.044
H -0.427597 -1.906485 3.129450  0.076

Cartesian forces, eV/Å:
C 0.3 0.4 0.0
C 0.4 1.4 0.7
O 0.0 -0.9 -0.2
N -0.8 0.0 -0.6
C 0.2 0.0 0.4
N 0.0 0.0 -0.5
H 0.1 0.0 -0.1
H -0.3 0.0 -0.1
H -0.1 -0.5 0.0
H 0.1 0.1 -0.2
H -0.2 0.1 0.2
H 0.0 -0.2 0.2
H 0.2 0.0 0.2
H 0.1 -0.3 0.0
C 0.1 0.6 -0.2
O 0.2 0.6 1.5
N 0.5 -1.2 -1.1
H -0.4 0.2 -0.1
H -0.3 -0.1 0.2
H 0.1 -0.1 -0.2
H -0.2 -0.1 0.0
H 0.0 0.0 -0.1



Below is C6H14N2 in the gas phase, with properties calculated with ωB97M-V/def2-TZVPD.

HOMO level, eV: -8.20
ΔE to the lowest compared entry with this formula, charge and spin, kJ/mol: 714.2
Orbital gap, eV: 9.0
SMILES: C[C@@H]1N[C@H](C)[C@]1(C)N

Each line ends with the Löwdin charge.
Cartesian coordinates (Å):
C -2.678272 -0.387152 0.353226  0.008
C -1.273748 -0.381000 -0.406224  -0.424
N -0.489744 -1.441634 -0.444872  0.001
C 0.847584 -0.610933 -0.405544  -0.394
C 2.257454 -0.998902 -0.074644  -0.109
C 0.048080 0.458542 0.174416  -0.514
C 0.203469 1.744667 -0.750781  -0.047
N 0.449095 0.614387 1.572207  0.032
H -3.411674 -1.025344 -0.084901  0.058
H -3.123814 0.688470 0.243238  0.121
H -2.282723 -0.676129 1.202454  -0.005
H -1.292633 0.036471 -1.413295  0.108
H -0.816116 -1.860191 0.633055  0.192
H 0.890513 -0.175869 -1.541710  0.163
H 3.169239 -1.426027 -0.917362  0.146
H 2.210868 -1.714735 0.864232  0.073
H 2.875587 0.035280 0.466712  0.142
H -0.283223 1.383667 -1.681195  0.066
H 1.168675 2.402023 -0.943770  0.123
H -0.399752 2.478394 -0.410007  0.015
H 1.188785 1.355755 1.638330  0.081
H 0.742354 -0.499750 1.926431  0.165

Cartesian forces, eV/Å:
C 0.7 3.7 -5.8
C -2.1 7.0 0.4
N 2.7 -8.6 3.8
C -1.2 -1.0 -6.2
C 4.1 0.2 2.7
C 0.5 4.0 -0.1
C 1.8 -0.8 -0.4
N -0.4 -2.6 1.2
H -0.2 -0.9 -0.2
H 1.0 -1.9 0.9
H 0.5 -1.1 5.2
H -0.9 0.0 -0.2
H 2.3 0.5 -3.3
H 0.1 -1.9 2.0
H -3.6 1.2 2.4
H 0.6 1.0 -2.0
H -2.0 -3.0 -1.8
H 1.0 0.8 0.2
H -1.2 -2.2 0.4
H -2.5 2.5 1.4
H -0.7 -1.7 0.2
H -0.6 4.8 -0.9



Below is a gas-phase ion, C9H11N2S (charge +1), with properties calculated with ωB97M-V/def2-TZVPD.

Total charge: +1
HOMO level (spin up / spin down), eV: -12.22 / -11.95
ΔE to the lowest compared entry with this formula, charge and spin, kJ/mol: 639.6
Orbital gap (spin up / spin down), eV: 6.8 / 6.0

Each line ends with the Löwdin charge.
Cartesian coordinates (Å):
C -0.968585 -0.294508 -2.929037  -0.311
C -0.183127 -0.222265 0.439897  -0.181
C -1.111746 -1.084099 0.992054  -0.230
C -0.385971 0.527280 -2.000498  -0.435
C -2.187286 -1.908554 -1.049305  -0.343
C 1.943191 0.857882 0.770469  0.079
C 1.203360 -0.162937 1.045244  -0.060
C -1.031517 -1.517662 2.383188  -0.030
C -0.026103 1.852153 -2.463273  -0.002
N -1.878354 -1.900134 0.202958  0.039
N -0.365595 0.284202 -0.745093  0.204
S -2.374620 -1.173911 -2.466833  1.135
H -0.925718 0.026442 -3.894623  0.039
H 2.880635 0.965452 1.182337  0.060
H 1.679823 1.731025 0.255929  0.057
H 1.423338 -0.995426 1.769953  0.139
H -0.296701 -0.882223 2.745395  0.045
H -1.835339 -1.220817 3.013120  0.088
H -0.838791 -2.658215 2.649973  0.157
H 0.129223 1.821693 -3.582424  0.121
H -0.765672 2.623848 -2.307812  0.099
H 0.811930 2.200281 -1.715363  0.123
H -2.030583 -2.874694 0.613703  0.208

Cartesian forces, eV/Å:
C -1.6 -2.0 1.4
C 1.0 0.2 -1.6
C -0.9 -1.4 0.8
C -0.4 0.0 2.0
C -0.3 1.5 -0.8
C 0.8 0.8 0.2
C -2.6 -2.0 0.8
C 0.1 -2.4 0.9
C 2.4 2.1 0.1
N 0.0 -2.4 0.0
N -0.1 -0.8 0.9
S 1.1 -0.3 -0.3
H -0.2 0.3 -2.7
H 2.1 -0.1 0.9
H -0.9 0.8 -1.0
H 0.3 1.1 -1.1
H 1.8 0.5 1.4
H -1.3 0.1 0.1
H -0.1 2.3 -0.9
H 0.6 0.4 1.4
H -0.8 -0.1 0.1
H -0.9 -0.4 -2.4
H 0.1 1.8 -0.1



no.,strongest force on any atom (eV Å⁻¹)
1,1.708
2,9.793
3,3.430